Record 1
The following is a DFT calculation (wB97M-V/def2-TZVPD) of a 13-piece molecular cluster, C13H52N26O13 overall in a non-equilibrium geometry.

```
104
Properties=species:S:1:pos:R:3:forces:R:3:lowdin_charge:R:1
C 21.820541 9.673912 21.985299 -2.87 -2.94 0.80 -0.823
O 21.103330 10.624879 22.017180 -1.52 2.24 -0.27 0.060
N 23.085478 9.675722 21.903230 6.12 2.60 -0.74 0.164
N 21.403128 8.399728 22.088924 -2.19 -1.85 0.20 0.142
H 23.388531 10.628646 21.761198 0.99 -0.34 0.09 0.128
H 23.730462 8.899750 21.947355 -0.38 0.41 -0.10 0.123
H 20.405681 8.258027 22.160356 0.36 -0.28 0.05 0.107
H 22.050839 7.626658 22.142848 -0.52 0.19 -0.06 0.099
C 14.458632 8.712760 19.807009 -0.83 -1.41 3.88 -0.793
O 14.171008 7.940300 20.721325 1.02 -0.22 0.40 0.004
N 15.442388 9.578936 19.768821 3.30 1.53 0.61 0.160
N 13.631053 8.911032 18.862941 -4.92 0.37 -5.89 0.156
H 15.885205 9.766538 20.656973 0.21 0.04 -0.40 0.118
H 15.375092 10.310164 19.075366 0.32 0.01 0.51 0.111
H 12.711326 8.495429 18.824612 0.47 -0.46 0.54 0.127
H 13.811399 9.397902 17.996609 0.45 0.12 0.36 0.117
C 15.100574 14.096187 26.123632 3.04 3.61 1.18 -0.730
O 15.969997 14.958714 26.389187 -1.05 -1.59 -0.68 -0.008
N 13.824425 14.300827 26.405870 -2.12 -0.11 0.31 0.147
N 15.327991 12.922924 25.552243 0.46 -1.43 -0.78 0.153
H 13.531495 15.244197 26.616442 -0.11 -0.40 -0.10 0.121
H 13.221509 13.593509 26.010523 -0.68 0.86 0.28 0.097
H 16.297843 12.667160 25.433677 -0.41 -0.37 0.11 0.120
H 14.559596 12.275521 25.654948 0.89 -0.57 -0.30 0.101
C 16.303158 11.733326 13.233265 -4.14 -0.53 0.38 -0.745
O 16.097803 11.615969 14.408425 0.47 0.56 2.22 0.041
N 17.307209 11.188957 12.597027 3.16 -1.73 -2.46 0.152
N 15.284383 12.150103 12.416131 -0.69 1.02 -1.19 0.139
H 17.620952 10.304704 12.970879 0.24 0.35 0.54 0.120
H 17.141716 11.049178 11.610530 0.25 0.28 -0.05 0.099
H 14.448898 12.590539 12.774018 0.49 -0.11 0.32 0.104
H 15.331690 12.107320 11.408147 0.20 0.13 0.29 0.090
C 9.113588 11.607741 14.983055 -0.63 -2.27 1.26 -0.828
O 9.118068 12.103942 13.907709 0.55 2.07 -2.83 0.066
N 9.970674 11.763565 15.960688 2.44 2.40 0.54 0.161
N 8.275411 10.646207 15.305043 -3.06 -2.34 -0.42 0.147
H 10.545597 12.526339 15.632478 0.95 0.04 1.64 0.120
H 9.909039 11.255041 16.831155 0.54 0.72 -0.25 0.115
H 8.274031 10.216809 16.219225 -0.15 -0.25 -0.59 0.105
H 7.949723 10.196367 14.461434 -0.63 -0.42 0.68 0.115
C 11.952641 2.144094 23.789443 -0.22 -1.42 1.31 -0.790
O 11.580313 1.398985 24.671851 -0.39 -0.02 0.69 0.045
N 12.178266 1.757702 22.556375 0.66 -3.26 -4.45 0.133
N 12.187401 3.421005 23.846301 0.55 4.11 1.80 0.161
H 12.934048 2.129208 21.998809 -0.22 0.31 0.29 0.104
H 12.104584 0.762469 22.400885 -0.17 0.05 0.15 0.112
H 12.520565 3.903790 23.024087 -0.22 0.13 0.53 0.112
H 12.188466 3.871110 24.750458 0.01 0.12 -0.31 0.123
C 19.832744 16.056827 16.481783 -3.01 0.21 -1.33 -0.757
O 19.027695 16.509559 15.677051 0.22 -0.39 -0.33 0.020
N 19.827246 14.789412 16.928572 -0.11 -1.82 0.05 0.145
N 20.702164 16.792480 17.111886 2.67 1.58 1.61 0.157
H 19.109412 14.170670 16.579342 0.25 0.11 0.23 0.113
H 20.367701 14.557341 17.749649 -0.44 -0.32 -0.32 0.094
H 21.328981 16.269442 17.706550 0.31 1.02 -0.05 0.102
H 20.808725 17.773598 16.897079 0.08 -0.41 0.13 0.126
C 10.357752 8.467695 26.751647 -0.72 -3.61 2.35 -0.779
O 10.951899 7.489714 27.183556 0.43 -0.11 0.58 0.018
N 9.224812 8.926465 27.294808 -0.85 1.06 0.93 0.152
N 10.617759 8.959324 25.594197 1.47 2.38 -4.11 0.158
H 8.842868 8.418740 28.079936 -0.02 0.55 -0.18 0.117
H 8.797034 9.707154 26.817694 -0.56 -0.41 0.73 0.098
H 10.218296 9.845482 25.319832 0.31 -0.39 -0.43 0.110
H 11.289771 8.462738 25.026835 -0.04 0.52 0.08 0.126
C 18.667264 16.780635 21.760303 -3.03 2.97 0.64 -0.821
O 18.102920 17.850731 21.689400 -1.46 0.68 -0.92 0.044
N 19.818458 16.681013 22.296842 5.87 -0.89 1.77 0.151
N 18.201223 15.576155 21.529319 -2.29 -2.32 -1.85 0.159
H 20.281270 17.483989 22.698272 0.07 -0.26 -0.52 0.130
H 20.279423 15.925954 21.809503 1.42 0.43 0.95 0.107
H 18.756099 14.786574 21.827268 -0.76 -0.05 -0.30 0.111
H 17.375681 15.531394 20.949164 0.20 -0.58 0.23 0.120
C 17.434216 3.941432 15.541086 -2.09 1.51 -4.26 -0.877
O 16.656166 4.536042 14.866412 -3.60 3.30 -1.35 0.045
N 17.449752 3.892484 16.806583 0.91 -0.97 5.37 0.191
N 18.304538 3.273676 14.867194 4.35 -3.37 -0.47 0.161
H 18.003313 3.092330 17.077563 -0.44 0.38 1.44 0.112
H 16.672945 4.258048 17.338590 0.25 -0.35 -0.10 0.135
H 18.810055 2.602136 15.427189 0.68 -0.22 -1.16 0.103
H 18.330236 3.341016 13.859777 -0.07 -0.26 0.52 0.130
C 11.141320 7.038140 11.998353 1.71 -1.55 0.12 -0.748
O 10.892360 5.845857 12.144651 -0.16 0.65 0.41 0.024
N 12.314855 7.629999 12.311721 1.15 -0.73 0.95 0.140
N 10.380082 7.917920 11.406774 -3.57 1.48 -1.76 0.149
H 12.903762 7.047213 12.889339 0.48 0.67 -0.27 0.112
H 12.489047 8.574961 12.000593 0.48 -0.47 0.61 0.097
H 10.636939 8.882858 11.255081 -0.29 -0.38 0.18 0.109
H 9.445871 7.604795 11.184697 0.19 0.34 -0.21 0.119
C 6.935189 8.281673 20.428806 0.66 1.19 -1.20 -0.714
O 7.972028 8.818557 20.028932 -0.78 -0.56 0.71 0.005
N 6.050412 8.785838 21.299094 -0.60 1.75 1.88 0.139
N 6.393990 7.168572 19.935719 0.00 -2.75 -1.44 0.140
H 6.132499 9.739480 21.621465 0.06 -0.36 -0.02 0.113
H 5.249610 8.238414 21.580428 0.29 0.48 0.04 0.101
H 6.915808 6.548458 19.333014 -0.02 0.29 0.18 0.115
H 5.491715 6.843922 20.252871 0.42 0.00 -0.21 0.102
C 17.735108 7.482382 27.473899 0.01 0.08 3.40 -0.707
O 17.470838 7.924951 28.615329 0.73 -0.48 -2.28 0.001
N 18.959879 7.163829 27.018516 2.53 0.42 0.14 0.135
N 16.835408 7.067972 26.603101 -2.69 -0.35 -1.70 0.143
H 19.771498 7.400207 27.571239 -0.31 0.01 -0.10 0.109
H 19.123875 6.655143 26.161522 -0.19 0.18 0.38 0.097
H 17.098040 6.928421 25.637878 -0.37 -0.01 0.30 0.103
H 15.857097 7.086946 26.853416 0.25 0.17 -0.14 0.119
```
Positions in Å, forces in eV/Å.

Summary:
- E_tot: -79689.9479 eV
- Energy relative to the best compared isomer or geometry (same formula, charge and spin): 1105.0 kJ/mol

=====

Record 2
The following is a DFT calculation (wB97M-V/def2-TZVPD) of C13H52O13 as an isolated structure in a non-equilibrium geometry.

```
78
Properties=species:S:1:pos:R:3:forces:R:3:lowdin_charge:R:1
C -0.667092 -0.114431 0.409977 1.75 -0.49 0.29 -0.092
O 0.348312 -1.068016 0.506215 -5.80 -0.74 4.05 -0.246
H -0.228781 0.844259 0.687287 -0.02 -1.28 -0.10 0.099
H -1.112370 -0.156960 -0.584013 0.34 0.06 0.78 0.095
H -1.405346 -0.172476 1.209798 1.97 -1.42 -1.60 0.025
H 0.934795 -0.974727 -0.248065 -1.18 -2.45 0.94 -0.247
C -2.017215 1.489301 -1.652686 -0.31 -1.13 -0.94 -0.205
O -2.261682 2.006944 -2.923444 -0.33 1.06 -0.50 -0.043
H -1.026602 1.674397 -1.237328 -2.07 -1.02 -2.96 0.047
H -2.732540 1.884602 -0.931480 -0.59 0.11 -1.13 0.066
H -2.102145 0.404560 -1.717583 -1.05 0.90 0.04 0.090
H -2.270582 2.959497 -2.804405 -0.10 0.22 -0.52 0.089
C 0.397812 3.084141 0.757351 -0.26 2.36 1.06 0.006
O -0.598099 2.367771 -0.008696 -2.40 7.53 6.57 -0.213
H 1.291119 2.522388 1.030356 -0.64 -0.81 -0.01 0.117
H 0.772409 3.880946 0.114813 -0.12 0.26 0.27 0.100
H -0.055404 3.519617 1.647891 0.09 -0.08 0.03 0.110
H -1.443928 2.816202 -0.079956 0.39 0.65 0.06 0.132
C -2.641558 1.616928 1.409632 -0.57 2.09 2.11 -0.099
O -2.618947 0.267695 1.896050 -1.64 3.23 5.15 -0.136
H -1.837636 2.241784 1.798681 0.28 -0.54 0.40 0.092
H -2.608938 1.678900 0.321886 -0.35 -0.76 1.69 0.031
H -3.526194 2.143057 1.768386 -0.38 -0.28 -0.15 0.120
H -2.698543 0.314509 2.851592 -0.16 -0.36 0.38 0.157
C -0.368002 -2.322793 2.236262 0.18 -1.03 0.93 -0.175
O -0.292506 -2.366712 3.612459 -2.15 -6.32 -1.59 -0.087
H -0.919957 -1.425203 1.957383 -0.54 -1.41 0.14 0.058
H 0.627020 -2.151232 1.825684 -0.58 -1.35 0.76 0.063
H -0.816717 -3.229085 1.829567 -0.11 -0.07 -0.26 0.104
H -0.054512 -1.477352 3.884511 -0.98 -4.56 -0.54 -0.263
C 0.208830 -2.816193 -1.763618 0.65 -1.21 -0.22 -0.139
O -1.166987 -2.984718 -1.522520 -0.52 0.57 0.01 -0.071
H 0.756134 -2.604912 -0.844972 -0.77 -0.60 -0.57 0.056
H 0.569742 -3.763733 -2.163657 0.48 -0.03 -0.24 0.100
H 0.418767 -2.022115 -2.480177 -0.52 -0.52 0.08 0.065
H -1.222730 -3.641106 -0.824199 -0.22 0.07 0.12 0.081
C 0.216765 0.233814 3.225172 0.60 0.58 -0.51 -0.043
O 0.202352 -0.601418 4.387927 2.43 10.43 4.32 0.032
H 1.006473 0.981777 3.296099 -0.15 -0.03 0.04 0.108
H 0.457722 -0.434227 2.398279 -0.08 0.86 0.89 0.057
H -0.741995 0.682980 2.966076 0.03 0.15 0.77 0.081
H 0.398536 -0.059089 5.155384 0.01 -0.10 0.42 0.148
C 1.737731 2.359333 -1.642187 0.00 -1.03 0.61 -0.006
O 0.823745 1.392440 -1.073208 3.98 5.57 -4.35 -0.115
H 2.341565 1.899183 -2.424328 -0.41 0.26 -0.20 0.098
H 1.147078 3.210118 -1.981875 0.36 0.12 -0.23 0.112
H 2.426981 2.593746 -0.830956 0.21 0.65 -0.27 0.091
H 0.217863 1.915797 -0.543484 0.72 -1.24 -1.67 -0.211
C -0.168343 0.026322 -3.050219 0.79 1.62 -0.43 -0.180
O -0.236445 -0.490085 -4.360712 -0.31 -0.49 -0.26 -0.053
H -0.374317 1.095763 -3.005696 -0.30 -0.25 -0.80 0.080
H -0.878471 -0.434841 -2.363824 0.54 -0.63 -0.84 0.086
H 0.848780 0.022214 -2.658353 -2.23 -0.57 -1.11 0.026
H 0.229165 0.103242 -4.954658 -0.05 0.03 0.05 0.081
C 3.348078 0.086510 0.926442 1.07 0.69 -0.60 -0.169
O 2.250275 -0.285394 1.658210 2.16 1.47 1.41 -0.119
H 3.133641 0.691074 0.045182 -0.37 0.59 0.12 0.052
H 4.020531 0.689329 1.536790 0.29 -0.30 0.14 0.098
H 3.818184 -0.776082 0.454202 0.70 0.80 0.56 0.047
H 1.586506 -0.636166 1.059900 -1.12 -0.27 0.02 -0.032
C -4.631005 0.387603 -0.021055 0.54 -0.80 -0.72 -0.137
O -3.380120 -0.264440 -0.068443 -1.91 -0.98 -2.95 -0.156
H -5.056544 0.344779 0.981531 -0.37 0.02 -0.04 0.091
H -4.600930 1.412603 -0.390603 0.20 0.58 0.28 0.072
H -5.251167 -0.074999 -0.788853 -0.27 -0.43 0.46 0.096
H -2.793697 0.015377 0.638254 -1.46 -1.81 -1.77 -0.079
C 2.738767 -2.637082 0.294462 -0.01 -0.49 1.06 -0.164
O 2.765876 -4.016385 0.055259 0.07 -0.85 -0.79 -0.074
H 2.159642 -2.102008 -0.458146 1.19 -1.14 0.56 0.041
H 2.219276 -2.476620 1.239165 0.36 0.06 -0.02 0.094
H 3.742727 -2.220929 0.377945 -0.06 -0.69 -0.24 0.082
H 3.334723 -4.421740 0.713824 -0.10 -0.03 0.02 0.083
C 2.443803 -0.607624 -1.996115 1.52 -0.79 -0.14 -0.082
O 1.424255 -0.538256 -1.028191 9.31 -2.47 -9.00 -0.159
H 2.223960 -0.090188 -2.929937 0.06 -0.48 -0.13 0.090
H 3.377178 -0.128314 -1.700837 0.14 -0.20 0.53 0.100
H 2.639302 -1.663854 -2.181183 0.15 0.18 -0.41 0.123
H 1.201624 0.389999 -0.926225 0.05 0.80 0.68 -0.181
```
Positions in Å, forces in eV/Å.

Summary:
- E_tot: -40913.8776 eV
- Energy relative to the best compared isomer or geometry (same formula, charge and spin): 2329.5 kJ/mol

=====

Record 3
The following is a DFT calculation (wB97M-V/def2-TZVPD) of a 2-piece molecular cluster, C13H5Cl8O3S overall in a non-equilibrium geometry.

```
30
Properties=species:S:1:pos:R:3:forces:R:3:lowdin_charge:R:1
Cl 1.015841 0.413968 -1.115379 -0.81 0.18 -0.07 0.771
C 2.758320 0.221294 -1.106577 -0.24 0.73 0.21 -1.169
Cl 3.264917 -0.549864 0.379054 0.41 -0.38 0.82 0.730
C 3.103187 -0.719901 -2.225237 -0.81 -2.24 -0.22 -0.539
O 2.634965 -1.843340 -2.220814 0.42 0.82 0.01 0.064
C 3.979711 -0.270117 -3.268627 1.25 0.97 -1.37 -0.593
Cl 4.355334 -1.365199 -4.556877 -0.29 0.09 0.51 0.722
C 4.517854 0.982290 -3.267259 0.07 -1.45 -1.04 -0.673
Cl 5.569309 1.461099 -4.547099 -0.19 0.06 0.34 0.701
C 4.222486 1.900098 -2.219278 -0.51 1.15 1.49 -0.682
Cl 4.933396 3.494675 -2.248897 -0.15 -0.59 -0.18 0.663
C 3.398901 1.559481 -1.199486 0.76 1.19 -0.28 -0.753
Cl 3.080478 2.714471 0.043813 -0.15 -0.55 -0.15 0.698
Cl -2.023195 -0.932223 5.770486 0.09 -0.02 0.36 0.645
C -2.355081 -0.840754 4.078147 -0.26 0.07 -0.70 -0.687
C -1.465958 -1.382696 3.165109 0.18 -0.08 0.35 -0.107
C -1.741667 -1.320519 1.814637 0.14 -0.16 -0.23 -0.053
C -2.907244 -0.723953 1.378865 -0.24 0.05 -0.57 -0.292
S -3.320769 -0.682549 -0.371974 0.69 3.00 -1.98 0.648
C -2.744462 0.924345 -0.893915 0.11 -2.40 1.70 -0.898
Cl -2.561573 1.224889 -2.556996 0.10 0.04 -0.97 0.435
O -2.453377 -1.741263 -1.003340 -2.54 1.04 0.96 -0.427
O -4.824964 -0.598196 -0.445432 2.33 -1.92 0.24 -0.423
C -3.793609 -0.183871 2.283766 -0.33 0.13 -0.13 -0.061
C -3.522309 -0.241952 3.634248 0.10 0.03 0.55 -0.110
H -0.574120 -1.862745 3.532280 0.19 -0.07 -0.03 0.099
H -1.072349 -1.755464 1.087973 0.06 -0.01 -0.08 0.112
H -2.553408 1.706064 -0.195425 -0.15 0.18 0.39 -0.033
H -4.708577 0.255058 1.915825 -0.09 0.02 -0.02 0.113
H -4.212035 0.156864 4.358408 -0.15 0.12 0.09 0.098
```
Positions in Å, forces in eV/Å.

Summary:
- Total charge: -1
- E_tot: -130717.3981 eV

=====

Q: Which value of E_tot does entry 1 give?
A: -79689.9479 eV

=====

Q: Among the records above, which one has the highest E_tot?
A: C13H52O13